Computed, not measured: a structure of composition C39H44BBrN11O3STi, with ωB97M-V/def2-TZVPD.

Its expectation value of S² is 0.79. The energy relative to the best compared isomer or geometry (same formula, charge and spin) is 0.637 eV. As for the maximum force: 0.8 eV/A. The LUMO energy (alpha / beta) comes out at -0.283 / -2.132 eV. As for the calculated total energy: -6187.3822 a.u.

Geometry as ORCA input:
```
! RIJCOSX wB97M-V def2-TZVPD def2/J DEFGRID3
* xyz 0 2
Ti -0.29 -0.37 0.06
C 2.28 -3.63 -1.52
C 1.21 -2.73 -1.61
N 0.89 -2.28 -0.40
N 1.72 -2.88 0.48
C 2.58 -3.68 -0.18
B 1.62 -2.43 1.96
N 0.12 -2.46 2.36
C -0.45 -3.16 3.35
C -1.82 -2.95 3.29
C -1.99 -2.09 2.21
N -0.81 -1.80 1.66
N 2.13 -0.98 2.02
C 3.21 -0.42 2.58
C 3.29 0.89 2.16
C 2.19 1.05 1.31
N 1.51 -0.08 1.23
N 2.38 -3.38 2.87
C 2.39 -4.74 2.80
C 2.90 -5.22 3.98
C 3.17 -4.06 4.73
N 2.83 -2.97 4.07
H 2.76 -4.16 -2.32
H 0.66 -2.38 -2.47
H 3.34 -4.23 0.35
H 0.14 -3.76 4.02
H -2.57 -3.37 3.93
H -2.89 -1.68 1.78
H 3.83 -0.99 3.25
H 4.04 1.62 2.42
H 1.87 1.92 0.77
H 2.02 -5.26 1.93
H 3.07 -6.25 4.25
H 3.58 -3.98 5.72
O 3.04 0.08 -1.49
C 2.54 0.85 -2.58
C 1.06 1.17 -2.27
O 0.52 2.12 -2.79
O 0.45 0.30 -1.52
C 2.54 0.05 -3.88
C 3.09 -1.23 -3.94
C 3.11 -1.92 -5.15
C 2.58 -1.35 -6.29
C 2.02 -0.08 -6.23
C 2.00 0.61 -5.03
C 3.38 2.12 -2.70
C 4.54 2.10 -3.47
C 5.38 3.20 -3.50
C 5.07 4.34 -2.77
C 3.91 4.36 -2.01
C 3.07 3.26 -1.97
H 3.98 -0.05 -1.64
H 3.48 -1.69 -3.05
H 3.54 -2.92 -5.18
H 2.59 -1.90 -7.23
H 1.59 0.37 -7.12
H 1.56 1.60 -4.98
H 4.79 1.22 -4.05
H 6.28 3.18 -4.10
H 5.72 5.20 -2.80
H 3.65 5.25 -1.44
H 2.16 3.30 -1.39
C -0.91 3.71 -0.30
C -1.38 3.43 1.09
C -1.94 4.44 1.84
C -2.27 4.24 3.17
C -1.96 3.04 3.81
C -1.40 1.99 3.12
C -0.90 0.78 3.83
C -1.22 2.12 1.69
N -0.93 1.07 0.95
H -0.20 4.54 -0.28
H -1.74 4.00 -0.94
H -0.44 2.85 -0.76
H -2.11 5.41 1.38
H -2.73 5.04 3.74
H -2.13 2.94 4.88
H -1.41 0.65 4.79
H 0.17 0.89 4.04
H -1.01 -0.12 3.24
Br -2.17 -1.47 -1.14
C -4.67 0.59 2.63
C -5.55 0.42 1.40
N -5.13 1.36 0.37
C -4.68 1.01 -0.86
S -3.52 1.91 -1.63
N -5.18 -0.14 -1.40
C -6.61 -0.43 -1.45
C -6.85 -1.91 -1.67
H -4.99 -0.09 3.43
H -4.73 1.61 3.02
H -3.63 0.39 2.39
H -6.60 0.58 1.66
H -5.45 -0.58 1.00
H -4.74 2.23 0.69
H -4.68 -0.38 -2.24
H -7.08 0.16 -2.25
H -7.07 -0.10 -0.52
H -6.34 -2.25 -2.57
H -7.91 -2.12 -1.79
H -6.47 -2.49 -0.83
*
```

Atom charges from the Löwdin analysis, given in e for atoms 1 to 99: 0.715 -0.048 -0.136 -0.028 0.033 -0.060 -0.650 0.038 -0.040 -0.031 -0.175 -0.089 0.051 -0.043 -0.029 -0.121 -0.026 -0.018 -0.100 -0.064 -0.156 0.069 0.099 0.112 0.119 0.122 0.098 0.079 0.107 0.098 0.115 0.121 0.091 0.100 0.015 -0.323 -0.512 0.106 -0.177 -0.154 -0.039 -0.077 -0.089 -0.066 -0.011 -0.129 -0.021 -0.077 -0.091 -0.071 -0.014 0.114 0.096 0.101 0.100 0.105 0.125 0.120 0.102 0.100 0.103 0.102 -0.062 -0.180 -0.044 -0.050 -0.054 -0.198 -0.019 -0.265 0.021 0.094 0.054 0.037 0.119 0.108 0.114 0.088 0.098 0.038 0.247 -0.074 -0.245 -0.008 -0.919 0.650 -0.054 -0.251 -0.085 0.080 0.076 0.051 0.111 0.109 0.105 0.075 0.120 0.097 0.075